[1]
DFT (ωB97M-V/def2-TZVPD) results for a 2-piece molecular cluster, C3H4ClI overall in a non-equilibrium geometry.

Structure (XYZ):
```
9
Properties=species:S:1:pos:R:3:lowdin_charge:R:1
C 0.75 0.28 -1.66 -0.735
C 0.84 -0.78 -0.94 -0.725
C -1.45 0.42 1.86 0.136
Cl 1.99 0.67 -2.86 0.543
I 2.03 -2.43 -0.86 0.837
H -0.09 0.97 -1.36 0.081
H -0.89 0.61 1.04 -0.079
H -1.94 -0.46 1.92 -0.053
H -1.25 0.72 2.86 -0.005
```

Summary:
DFT total energy	-23793.292	eV
E_LUMO (alpha / beta)	-1.5 / 0.0	eV
2S+1	1
max |F|	3.4	eV/Å
highest occupied orbital energy (alpha / beta)	-9.18 / -9.17	eV
Kohn-Sham gap (alpha / beta)	7.67 / 9.13	eV
energy relative to the best compared isomer or geometry (same formula, charge and spin)	105.7	kcal per mole

***

[2]
DFT (ωB97M-V/def2-TZVPD) results for one molecule with the formula C3H4ClINP in a non-equilibrium geometry.

Structure (XYZ):
```
11
Properties=species:S:1:pos:R:3:lowdin_charge:R:1
H 1.08 3.25 0.38 0.033
N 0.59 2.41 0.47 0.055
C 1.33 1.43 0.24 -0.931
Cl 3.08 1.39 -0.07 0.564
C 0.68 0.03 0.23 -1.108
I 1.75 -1.73 0.28 0.831
P -1.00 0.16 0.08 0.919
C -1.67 -1.50 -0.31 -0.422
H -2.00 -2.06 0.59 0.045
H -2.55 -1.18 -0.79 -0.029
H -1.31 -2.19 -1.11 0.041
```

Summary:
DFT total energy	-34575.939	eV
E_LUMO	-0.7	eV
2S+1	1
max |F|	2.3	eV/Å
highest occupied orbital energy	-8.78	eV
Kohn-Sham gap	8.07	eV
energy relative to the best compared isomer or geometry (same formula, charge and spin)	0.0	kcal per mole